Entry 1:
The following is a quantum chemistry calculation of a molecular structure, C35H28BF3FeO2S, from OMol25.

Element x y z (Å)
Fe (2.66, -0.11, -3.29)
S (-1.49, 0.10, 3.78)
F (-7.23, 2.73, -0.41)
F (-7.43, 0.56, -0.13)
F (-6.19, 1.35, -1.78)
O (2.40, -0.49, 0.71)
O (1.88, -2.71, 0.25)
C (4.00, -0.55, -4.70)
C (2.88, -2.65, 1.20)
C (-1.03, -0.39, -0.87)
C (3.28, -3.65, 2.07)
C (1.15, 0.18, -2.03)
C (4.41, -1.93, 3.41)
C (3.91, -1.43, -2.53)
C (-0.35, 1.02, 4.68)
C (-3.58, -0.32, -1.99)
C (2.24, 1.09, -1.76)
C (-1.69, 1.36, 2.56)
C (1.61, 1.40, -3.99)
C (4.60, -0.49, -3.38)
C (-3.18, -1.42, -1.23)
C (0.44, -0.72, -0.99)
C (-5.33, 1.55, 0.42)
C (3.19, -1.30, 1.47)
C (-0.80, 2.39, 2.83)
C (0.75, 0.39, -3.41)
C (2.92, -1.53, -4.66)
C (-2.92, 1.43, 1.83)
C (0.02, 2.16, 3.97)
C (-3.36, 2.65, 1.25)
C (-6.54, 1.56, -0.45)
C (-1.54, 0.81, -1.38)
C (-4.57, 2.71, 0.57)
C (0.18, 0.59, 5.99)
C (3.91, -0.90, 2.59)
C (-1.92, -1.45, -0.64)
C (2.86, -2.07, -3.31)
C (-4.95, 0.36, 1.04)
C (-2.79, 0.83, -2.00)
C (2.53, 1.84, -2.96)
C (4.11, -3.27, 3.15)
C (-3.76, 0.30, 1.75)
B (1.60, -1.36, -0.07)
H (0.63, 1.44, 6.52)
H (-5.57, -0.53, 0.93)
H (2.96, -4.68, 1.90)
H (5.46, 0.11, -3.10)
H (4.54, -4.04, 3.80)
H (3.25, 2.65, -3.04)
H (4.35, -0.03, -5.59)
H (0.79, 2.83, 4.33)
H (5.03, -1.66, 4.27)
H (-0.11, -0.08, -3.88)
H (-0.93, 1.71, -1.39)
H (-1.57, -2.32, -0.08)
H (-2.73, 3.53, 1.33)
H (-0.77, 3.29, 2.23)
H (-3.14, 1.73, -2.50)
H (4.02, 0.16, 2.84)
H (0.38, -1.72, -1.52)
H (2.67, 1.24, -0.77)
H (-4.90, 3.64, 0.13)
H (-3.86, -2.26, -1.11)
H (-4.52, -0.34, -2.55)
H (1.53, 1.82, -4.99)
H (-3.45, -0.64, 2.19)
H (2.21, -2.87, -2.96)
H (0.94, -0.18, 5.84)
H (2.34, -1.88, -5.50)
H (4.19, -1.70, -1.51)
H (-0.61, 0.15, 6.61)

Computed properties:
spin multiplicity: 5
energy above the lowest of the compared OMol25 structures with the same formula, charge and spin: 55.9 kcal/mol
total charge: 0
HOMO-LUMO gap (alpha / beta): 4.70 / 5.15 eV

Entry 2:
The following is a quantum chemistry calculation of a molecular structure, C3H4S2, from OMol25.

Element x y z (Å)
S (1.38, 1.21, -0.05)
S (-2.71, -0.38, 0.06)
C (-1.29, 0.26, -0.44)
C (1.25, -0.62, 0.03)
C (-0.26, 0.49, 0.46)
H (1.29, -0.90, -0.92)
H (-1.03, 0.61, -1.39)
H (-0.43, 0.53, 1.47)
H (1.80, -1.21, 0.77)

Computed properties:
spin multiplicity: 1
energy above the lowest of the compared OMol25 structures with the same formula, charge and spin: 57.3 kcal/mol
total charge: 0
HOMO-LUMO gap: 8.04 eV

Entry 3:
The following is a quantum chemistry calculation of 12 unconnected molecules or ions with the total composition C22H52F16N12O34S16, from OMol25.

Element x y z (Å)
S (4.00, 3.07, 4.18)
S (0.95, -4.25, 0.44)
S (-6.00, -3.99, 2.54)
S (-2.44, 8.24, 1.73)
S (5.36, 2.79, -4.43)
S (-6.17, -6.13, 1.60)
S (-2.12, 0.95, 5.53)
S (4.52, 1.11, 2.76)
S (3.23, -3.37, 0.39)
S (3.44, 2.98, -3.08)
S (-2.20, 5.30, -1.83)
S (-0.52, 7.05, 1.58)
S (-4.70, 0.00, -1.11)
S (-3.67, -0.85, -2.96)
S (-0.55, 2.52, 6.23)
S (-1.07, 6.50, -3.52)
F (4.66, -3.94, -0.01)
F (-3.45, 4.39, -2.14)
F (-5.49, -0.56, 0.17)
F (-6.11, -6.79, 0.16)
F (-2.68, -2.17, -3.17)
F (6.96, 2.75, -4.07)
F (-6.30, -2.47, 2.07)
F (0.68, 6.91, 2.59)
F (-1.34, 7.04, -5.02)
F (3.02, 3.94, -1.81)
F (3.61, -0.19, 2.44)
F (0.10, -5.55, 0.37)
F (3.57, 3.46, 5.66)
F (0.95, 2.90, 5.72)
F (-2.85, 9.62, 2.49)
F (-2.02, -0.68, 5.22)
O (-7.10, -4.17, 3.48)
O (-2.76, 6.08, -0.75)
O (-4.78, -6.53, 1.94)
O (5.39, 3.50, 4.24)
O (0.15, 5.64, -3.61)
O (5.91, 0.63, 2.87)
O (-2.46, 8.78, 0.35)
O (2.68, 3.56, -4.17)
O (3.02, -2.35, -0.64)
O (-3.64, 7.45, 2.16)
O (-2.73, 1.01, 6.86)
O (-2.83, 1.45, 4.36)
O (5.09, 1.40, -4.72)
O (4.27, 1.94, 1.61)
O (-1.03, 5.71, 1.59)
O (3.55, -2.97, 1.73)
O (5.34, 3.69, -5.58)
O (-5.78, 0.59, -1.89)
O (2.50, -1.39, 7.35)
O (0.59, -3.72, 1.79)
O (-2.75, 0.26, -2.94)
O (0.19, 7.44, 0.34)
O (3.09, 3.95, 3.52)
O (-4.60, -3.80, 3.01)
O (-1.48, 3.53, 5.70)
O (-4.07, -5.61, -2.06)
O (3.19, 1.68, -2.62)
O (-0.33, 2.48, 7.67)
O (-1.15, 4.34, -1.48)
O (0.30, -3.49, -0.64)
O (-4.58, -1.00, -4.08)
O (-3.77, 0.85, -0.35)
O (-1.00, 7.76, -2.82)
O (-7.27, -6.85, 2.30)
N (-0.44, 1.23, 5.44)
N (-2.27, 5.85, -3.43)
N (-6.38, -4.49, 1.17)
N (-0.72, 1.28, 1.08)
N (-5.29, -3.74, -1.21)
N (-1.24, 8.23, 2.62)
N (2.31, -4.78, 0.29)
N (3.70, 1.50, 4.16)
N (1.78, -0.13, 5.45)
N (3.37, -2.43, -5.27)
N (-4.25, -1.36, -1.46)
N (4.80, 3.38, -2.94)
C (0.79, 1.33, 1.23)
C (2.43, -0.31, 6.84)
C (5.11, -3.82, -4.23)
C (1.91, -1.48, 4.70)
C (2.81, 0.98, 7.65)
C (-3.06, -4.39, -0.26)
C (3.77, -3.11, -3.94)
C (0.16, -0.30, -4.56)
C (5.77, -2.84, -5.16)
C (-1.37, 2.66, 1.41)
C (-4.11, -4.68, -1.22)
C (-1.80, -2.34, 2.58)
C (2.74, -3.25, -6.38)
C (-0.76, 0.95, -0.47)
C (-1.38, 0.22, 2.04)
C (-1.41, -1.24, 1.52)
C (0.50, 1.59, -1.02)
C (1.39, 1.99, 0.03)
C (1.03, -1.54, -4.43)
C (4.73, -1.96, -5.78)
C (2.53, -1.20, -4.88)
C (-6.19, -3.67, -2.40)
H (0.99, 0.26, 1.15)
H (-0.44, -1.52, 1.10)
H (0.93, 0.79, -1.62)
H (1.80, -3.71, -6.05)
H (2.41, 0.50, 4.97)
H (-2.75, -2.01, 3.01)
H (2.40, 1.65, -0.19)
H (1.28, -1.33, 3.82)
H (0.26, -0.02, -5.61)
H (-5.57, -3.46, -3.27)
H (4.90, -0.88, -5.72)
H (2.42, -0.66, -5.82)
H (6.23, -3.38, -5.99)
H (-2.40, 0.55, 2.26)
H (2.90, -1.77, 4.33)
H (-2.60, -3.55, -0.79)
H (-4.90, -2.82, -1.07)
H (-2.05, -3.32, 2.17)
H (2.59, -2.64, -7.27)
H (1.85, 1.37, 8.01)
H (0.54, -2.34, -4.98)
H (4.93, -4.75, -4.76)
H (-6.68, -4.64, -2.43)
H (0.31, 2.46, -1.66)
H (-7.02, -2.98, -2.21)
H (-1.08, -2.64, 3.35)
H (-0.89, -0.09, -0.76)
H (-2.44, 2.76, 1.21)
H (-1.25, 2.90, 2.47)
H (3.40, -4.08, -6.62)
H (4.93, -2.21, -6.82)
H (-2.17, -1.29, 0.73)
H (-0.76, 0.27, 2.94)
H (6.58, -2.33, -4.64)
H (-0.92, -0.43, -4.62)
H (3.04, -3.84, -3.59)
H (0.41, 0.58, -3.96)
H (-0.83, 3.36, 0.77)
H (1.44, -2.33, 5.18)
H (3.95, -2.36, -3.17)
H (-5.95, -3.81, -0.44)
H (0.93, 0.42, 5.43)
H (-1.67, 1.45, -0.80)
H (1.00, -1.94, -3.41)
H (3.51, 0.75, 8.45)
H (1.44, 3.05, 0.29)
H (5.78, -4.03, -3.40)
H (3.27, 1.66, 6.93)
H (-2.26, -5.11, -0.12)
H (1.19, 1.68, 2.18)
H (3.04, -0.66, -4.09)
H (-3.52, -4.06, 0.68)

Computed properties:
spin multiplicity: 1
total charge: -4
HOMO-LUMO gap: 5.46 eV

Entry 4:
The following is a quantum chemistry calculation of 8 unconnected molecules or ions with the total composition C52H63BrN8O5, from OMol25.

Element x y z (Å)
Br (-4.30, 5.00, -3.82)
O (5.58, -0.98, -2.43)
O (3.50, -2.12, -2.42)
O (0.65, 2.76, -4.11)
O (-4.31, 2.20, -2.32)
O (1.22, 0.82, 2.75)
N (-2.27, -2.21, 5.52)
N (7.19, -2.42, 2.63)
N (-6.80, 0.38, -2.84)
N (-5.72, 2.06, 6.49)
N (10.45, -0.72, 2.31)
N (-9.49, -4.87, -3.50)
N (-3.41, -1.08, 1.49)
N (2.37, 0.57, -6.90)
C (7.39, -3.23, 4.69)
C (4.68, 1.00, -3.84)
C (-2.21, 1.47, 0.08)
C (-7.07, 1.86, 6.64)
C (-2.17, -1.41, 6.63)
C (-2.83, -2.04, 7.66)
C (-3.14, 2.65, -2.27)
C (4.42, -1.50, -1.82)
C (-8.90, -0.13, -2.33)
C (-1.97, 2.13, -1.33)
C (-0.50, 2.26, -1.89)
C (-6.68, 4.05, 6.27)
C (12.50, 0.13, 2.41)
C (-7.41, 0.00, -4.01)
C (-5.48, 3.38, 6.25)
C (11.49, -0.24, 1.55)
C (3.98, -2.42, 0.65)
C (2.85, 3.22, -1.41)
C (5.33, -0.47, -3.77)
C (-2.99, -3.34, 5.84)
C (-9.32, -3.62, -4.01)
C (-1.05, 0.97, 0.99)
C (4.95, 1.92, -2.56)
C (10.79, -0.66, 3.64)
C (-0.31, 2.94, -3.32)
C (1.17, 0.79, -8.75)
C (12.06, -0.14, 3.73)
C (4.26, -1.35, -0.23)
C (-1.46, 3.95, -3.80)
C (-9.26, -3.72, -5.38)
C (1.27, 1.31, -6.56)
C (1.60, 0.55, 1.37)
C (-3.72, 1.30, 0.64)
C (-8.71, -0.33, -3.72)
C (-3.80, 0.15, 1.79)
C (0.64, 1.72, -1.00)
C (2.32, 0.26, -8.23)
C (0.41, 1.09, 0.43)
C (-4.29, 0.46, 3.27)
C (7.28, -2.08, 3.95)
C (-7.70, 0.31, -1.82)
C (-2.79, 3.84, -3.31)
C (0.50, 1.46, -7.69)
C (7.25, -3.78, 2.51)
C (2.45, 1.13, 3.49)
C (4.06, 3.27, -2.50)
C (-9.54, -5.78, -4.52)
C (7.38, -4.31, 3.77)
C (-7.69, 3.08, 6.52)
C (2.16, 1.77, -1.51)
C (-9.40, -5.09, -5.70)
C (-3.34, -3.26, 7.16)
H (-3.91, -4.00, 7.70)
H (7.09, -1.77, 1.87)
H (7.21, -4.25, 1.54)
H (10.11, -1.00, 4.40)
H (-9.81, -0.29, -1.77)
H (5.18, 1.52, -4.74)
H (-9.13, -2.90, -6.07)
H (-4.47, 3.74, 6.09)
H (3.11, -0.32, -8.69)
H (-9.25, -2.76, -3.36)
H (4.39, -0.31, 0.22)
H (4.74, -1.23, -4.43)
H (9.58, -1.06, 1.95)
H (0.84, 0.71, -9.77)
H (2.89, 2.12, 3.10)
H (11.42, -0.21, 0.48)
H (-1.65, -0.47, 6.59)
H (-5.84, 0.67, -2.75)
H (2.19, 1.20, 4.60)
H (-9.41, -5.53, -6.69)
H (3.69, 3.64, -3.52)
H (3.25, 3.43, -0.35)
H (7.25, -1.04, 4.26)
H (7.47, -3.30, 5.76)
H (-0.44, 1.99, -7.75)
H (-8.75, 3.26, 6.60)
H (-1.87, -2.01, 4.62)
H (1.12, 1.67, -5.55)
H (4.19, -2.25, 1.77)
H (-6.87, -0.01, -4.94)
H (2.08, 4.03, -1.73)
H (-5.36, 0.85, 3.34)
H (3.11, 0.31, -6.26)
H (3.18, 0.24, 3.35)
H (-7.42, 0.58, -0.81)
H (6.05, 2.27, -2.64)
H (2.80, 0.94, -1.02)
H (-9.45, -0.67, -4.43)
H (-1.16, 0.53, 2.02)
H (-4.17, -0.52, 3.86)
H (4.77, 4.09, -2.10)
H (7.45, -5.37, 4.00)
H (-9.57, -5.10, -2.52)
H (3.50, -3.42, 0.38)
H (-2.93, -1.66, 8.67)
H (4.90, 1.35, -1.56)
H (-6.82, 5.11, 6.12)
H (6.37, -0.40, -4.28)
H (-4.36, 0.88, -0.23)
H (-3.54, 1.21, 3.73)
H (2.63, 0.98, 1.10)
H (-5.02, 1.34, 6.53)
H (-1.24, 4.79, -4.55)
H (-3.18, -4.10, 5.09)
H (-9.67, -6.83, -4.32)
H (-3.10, -1.10, 0.50)
H (3.58, 0.87, -4.12)
H (-4.13, 2.31, 0.98)
H (12.61, 0.04, 4.64)
H (2.13, 1.49, -2.63)
H (1.58, -0.60, 1.25)
H (-7.47, 0.88, 6.83)
H (13.45, 0.55, 2.11)

Computed properties:
spin multiplicity: 1
total charge: 0
structure (SMILES): [H]/N=C(/C)Cc1cc(COC)c(CCCCCCOC(=O)C=C)c2c1C(=O)C(Br)=CC2=O.c1cc[nH]c1.c1cc[nH]c1.c1cc[nH]c1.c1cc[nH]c1.c1cc[nH]c1.c1cc[nH]c1.c1cc[nH]c1
HOMO-LUMO gap: 5.91 eV